Record 1
{"formula": "C5H33NO12", "method": "the ωB97M-V functional and the def2-TZVPD basis", "homo_lumo_gap_ha": 0.282, "total_charge": 0, "e_tot_ev": -31777.68514, "e_above_lowest_kj_mol": 565.0, "e_homo_ev": -7.5, "e_lumo_ha": 0.006, "molar_mass_g_mol": 299.31, "largest_force_ev_per_a": 6.440, "elements": ["C", "N", "C", "C", "C", "C", "H", "H", "H", "H", "H", "H", "H", "H", "H", "H", "H", "O", "H", "H", "O", "H", "H", "O", "H", "H", "O", "H", "H", "O", "H", "H", "O", "H", "H", "O", "H", "H", "O", "H", "H", "O", "H", "H", "O", "H", "H", "O", "H", "H", "O"], "positions_angstrom": [[-1.5858, 3.2242, 1.7594], [-1.1360, 1.9336, 1.1563], [-1.8613, 0.8563, 1.3303], [-1.5241, -0.3477, 0.7422], [-2.3124, -1.5182, 1.1280], [-2.0770, -2.8008, 0.8519], [-2.4693, 3.1500, 2.2999], [-0.6337, 3.7080, 2.2054], [-2.0014, 3.8570, 1.0163], [-0.4635, 1.9845, 0.3880], [-2.6086, 1.0676, 2.1781], [-0.6115, -0.4476, -0.0217], [-3.0857, -1.1514, 1.8199], [-2.4453, -3.5622, 1.5039], [-1.5426, -3.1593, 0.0265], [3.0615, -2.0645, -0.4374], [3.9740, -0.8222, -0.5714], [3.4893, -1.4343, -1.0535], [-1.0858, -1.6547, 2.9937], [0.3319, -1.8631, 2.5003], [-0.1297, -1.3729, 3.1309], [0.4108, 0.1637, 3.0497], [0.8285, 1.6074, 3.7510], [1.0070, 0.9141, 3.0324], [2.5002, -0.2266, 1.2449], [1.4427, 0.8882, 1.2553], [2.0963, 0.5225, 0.7379], [0.5644, 0.1535, -2.8106], [0.4493, 1.6248, -2.4251], [-0.0469, 0.7625, -2.4259], [-3.7195, 0.0089, -0.0752], [-4.1616, 0.5913, -1.3522], [-4.4588, 0.5037, -0.4481], [-2.7481, 0.7254, -3.7732], [-1.8016, 1.0273, -2.6668], [-2.6402, 1.0957, -2.9222], [3.8970, 1.3726, -0.7828], [4.1992, 1.7140, 0.5901], [4.3751, 1.0553, -0.1021], [1.9065, 1.6274, -0.8068], [2.6870, 0.9880, -1.9320], [2.2344, 1.8162, -1.6664], [0.5970, -2.6413, -1.7862], [-0.7800, -2.0546, -2.2635], [-0.3478, -2.8437, -1.8919], [0.9476, -0.9979, 0.3513], [-0.0069, -2.2256, -0.0003], [1.0264, -1.9454, 0.1854], [2.4521, -1.1609, -2.2883], [2.0257, -1.5143, -3.7933], [1.7813, -1.1344, -2.9320]], "mulliken_charge": [-1.09, 0.15, -0.12, 1.00, -0.65, -0.68, 0.38, 0.28, 0.40, 0.15, 0.17, -0.75, 0.31, 0.25, 0.52, 0.27, 0.30, -0.74, 0.43, 0.31, -0.74, 0.46, 0.25, -0.62, 0.20, 0.19, -0.47, 0.30, 0.33, -0.70, 0.33, 0.30, -0.72, 0.26, 0.45, -0.57, 0.34, 0.28, -0.68, 0.53, 0.31, -0.88, 0.36, 0.31, -0.68, 0.42, 0.20, -0.76, 0.49, 0.24, -0.60]}



Record 2
{"formula": "C2HBrNO3", "method": "the ωB97M-V functional and the def2-TZVPD basis", "homo_lumo_gap_ha": 0.299, "total_charge": -1, "e_tot_ev": -79765.41335, "e_above_lowest_kj_mol": 25.2, "e_homo_ev": -4.6, "e_lumo_ha": 0.130, "molar_mass_g_mol": 166.94, "largest_force_ev_per_a": 3.211, "elements": ["C", "C", "N", "O", "O", "O", "Br", "H"], "positions_angstrom": [[-3.2505, 1.3614, -0.3891], [0.4019, 1.3936, 0.9654], [1.4694, 1.1992, 1.4003], [-2.7963, 1.9569, 0.4962], [-3.9385, 1.0105, -1.2500], [2.6208, 1.4627, 1.6238], [-1.7443, -0.7606, 0.3376], [-0.6224, 1.1567, 0.7686]], "mulliken_charge": [0.74, 0.26, 0.48, -0.43, -0.41, -0.68, -0.81, -0.14]}



Record 3
{"formula": "C32H43I2N6O3S2Si2TeW", "method": "the ωB97M-V functional and the def2-TZVPD basis", "homo_lumo_gap_ha": [0.147, 0.147], "total_charge": -1, "e_tot_ev": -111712.83424, "e_homo_ev": [-3.4, -3.4], "e_lumo_ha": [0.022, 0.022], "molar_mass_g_mol": 1245.29, "largest_force_ev_per_a": 3.049, "elements": ["W", "I", "C", "C", "C", "I", "C", "O", "C", "C", "N", "C", "C", "C", "C", "C", "C", "N", "C", "H", "H", "H", "H", "H", "H", "H", "H", "H", "H", "H", "C", "Si", "C", "C", "N", "C", "C", "C", "C", "C", "C", "N", "Si", "C", "C", "C", "H", "H", "H", "H", "H", "H", "H", "H", "H", "H", "H", "H", "H", "H", "H", "H", "H", "H", "H", "H", "H", "H", "C", "N", "C", "C", "O", "H", "H", "H", "H", "H", "H", "H", "Te", "C", "C", "C", "C", "S", "H", "H", "H", "O", "S", "N"], "positions_angstrom": [[-0.1492, -0.6929, 0.0116], [-7.4806, -0.1345, -0.3999], [-5.5046, -0.3575, 0.2301], [-5.1477, -1.4921, 0.9628], [-3.8218, -1.6121, 1.3302], [-0.6438, -3.6813, 0.5037], [-2.8800, -0.6869, 0.9919], [-1.5525, -0.7890, 1.3211], [-3.2563, 0.4680, 0.2829], [-2.1462, 1.4606, -0.0562], [-1.4809, 1.8091, 1.1941], [-0.5460, 2.8911, 1.1359], [0.8845, 2.4239, 1.0809], [1.8700, 3.3406, 1.4681], [3.2001, 3.0392, 1.3011], [3.5342, 1.8252, 0.7131], [2.5140, 0.9654, 0.3699], [1.2065, 1.2316, 0.5788], [-4.5724, 0.6236, -0.1069], [-5.8901, -2.2373, 1.2266], [-2.5674, 2.3686, -0.5130], [-1.6554, 0.7939, -1.8819], [-2.1592, 1.9334, 1.9303], [-0.6595, 3.5328, 2.0120], [-0.6861, 3.5204, 0.2434], [1.5517, 4.2892, 1.8796], [3.9674, 3.7474, 1.5888], [4.5559, 1.5340, 0.5165], [2.7546, 0.0441, -0.1313], [-4.8612, 1.4921, -0.6861], [3.0056, -0.6653, 3.7210], [1.3155, -1.1829, 3.0915], [0.1817, 0.1702, 3.6869], [0.7629, -2.7395, 3.9419], [1.3004, -1.3315, 1.3334], [2.2276, -2.1513, 0.6737], [3.1399, -2.9873, 1.3206], [4.0997, -3.6956, 0.6199], [4.1794, -3.5619, -0.7579], [3.2498, -2.7775, -1.4205], [2.2249, -2.1193, -0.7382], [1.1837, -1.3728, -1.3534], [1.2266, -1.3943, -3.1582], [-0.1847, -0.6528, -4.1233], [2.8362, -0.6138, -3.7303], [1.2135, -3.1915, -3.7623], [2.9334, -0.4982, 4.7995], [3.3100, 0.2750, 3.2526], [3.8018, -1.3896, 3.5482], [0.2993, 0.2286, 4.7737], [-0.8626, -0.0394, 3.4600], [0.4347, 1.1478, 3.2746], [0.9384, -2.6456, 5.0179], [1.2753, -3.6336, 3.5842], [-0.3040, -2.8937, 3.7688], [3.0944, -3.0932, 2.3947], [4.7863, -4.3398, 1.1544], [4.9513, -4.0685, -1.3225], [3.3357, -2.6842, -2.4924], [-0.9802, -0.1647, -3.5681], [-0.6432, -1.4369, -4.7341], [0.2047, 0.1174, -4.7919], [3.4478, -0.2598, -2.8966], [2.6268, 0.2497, -4.3628], [3.4377, -1.3270, -4.3017], [0.1937, -3.5283, -3.9577], [1.6773, -3.9230, -3.1006], [1.7486, -3.2156, -4.7171], [-3.1803, -3.8406, -3.6156], [-2.9070, -2.6297, -2.8720], [-3.8938, -1.5501, -2.8479], [-1.8102, -2.5061, -2.1506], [-1.6283, -1.4827, -1.4697], [-4.1677, -4.2199, -3.3505], [-2.4411, -4.5984, -3.3610], [-3.1489, -3.6532, -4.6909], [-4.5820, -1.6959, -3.6781], [-3.3929, -0.5865, -2.9543], [-4.4476, -1.5575, -1.9068], [-1.0830, -3.3129, -2.2173], [0.7783, 2.2934, -2.3549], [2.0731, 3.4599, -3.5597], [3.4288, 3.5613, -3.3882], [4.0517, 4.4546, -4.3063], [3.1568, 5.0221, -5.1634], [1.5704, 4.4612, -4.8500], [3.9673, 3.0136, -2.6245], [5.1142, 4.6550, -4.3287], [3.3467, 5.7262, -5.9576], [-2.3153, 1.6226, -3.2742], [-1.2754, 2.7343, -3.7222], [-1.1766, 0.8386, -0.9634]], "mulliken_charge": [0.31, -0.02, -0.37, -0.45, -1.15, 0.04, -0.17, -0.22, 0.74, -1.70, 0.44, -1.35, 0.63, -1.49, -0.82, -0.71, -0.07, 0.96, -0.46, 0.38, 0.67, -1.16, 0.40, 0.60, 0.42, 0.49, 0.46, 0.56, 0.17, 0.46, -1.15, 0.36, -0.78, -1.21, 1.12, 0.75, -0.69, -1.21, -1.22, -0.83, 1.04, 0.89, 0.73, -0.48, -1.32, -1.64, 0.41, 0.27, 0.37, 0.62, 0.11, 0.12, 0.38, 0.33, 0.31, 0.32, 0.41, 0.44, 0.25, 0.05, 0.41, 0.38, 0.24, 0.44, 0.43, 0.39, 0.50, 0.41, -1.15, 0.47, -0.80, -1.36, -0.17, 0.40, 0.37, 0.35, 0.41, 0.30, 0.24, 0.48, 0.56, 0.07, -0.41, -0.52, -0.65, -0.11, 0.43, 0.34, 0.38, -0.62, -0.32, 0.77]}



Record 4
{"formula": "C5H10O2", "method": "the ωB97M-V functional and the def2-TZVPD basis", "homo_lumo_gap_ha": 0.362, "total_charge": 0, "e_tot_ev": -9439.57291, "smiles": "C=C[C@@H](O)[C@@H](C)O", "e_above_lowest_kj_mol": 334.8, "e_homo_ev": -9.1, "e_lumo_ha": 0.028, "molar_mass_g_mol": 102.13, "largest_force_ev_per_a": 1.264, "elements": ["C", "C", "O", "C", "C", "C", "O", "H", "H", "H", "H", "H", "H", "H", "H", "H", "H"], "positions_angstrom": [[1.3444, 0.4640, 1.7227], [0.3706, -0.5203, 1.0751], [-0.8887, -0.3332, 1.7116], [0.2664, -0.1875, -0.4170], [-0.8519, -0.7253, -1.3202], [-0.9198, 0.1193, -2.3654], [-0.0452, 1.2171, -0.4661], [1.4108, 0.2934, 2.8004], [2.3429, 0.3660, 1.2805], [0.9935, 1.4837, 1.5417], [0.7314, -1.5518, 1.2054], [-1.5667, -0.6825, 1.1173], [1.2351, -0.3578, -0.9037], [-1.4893, -1.5925, -1.1660], [-1.0060, 1.1428, -0.3276], [-1.7852, 0.4961, -2.8962], [0.0108, 0.6083, -2.6394]], "mulliken_charge": [-1.31, 0.31, -0.56, -0.37, -0.47, -0.61, -0.53, 0.37, 0.33, 0.31, 0.28, 0.33, 0.48, 0.39, 0.50, 0.32, 0.23]}



Which formula does entry 4 have?
C5H10O2



Number 1 is which compound?
C5H33NO12